Entry from the Open Molecules 2025 dataset: a 2-piece molecular cluster, C2H6OS overall at a distorted geometry (ωB97M-V with the def2-TZVPD basis set).

Structure (XYZ):
```
10
Properties=species:S:1:pos:R:3:forces:R:3
C -0.798 -2.530 1.100 0.64 1.60 -0.02
S 0.477 -1.540 0.186 1.14 -1.67 -1.67
H -1.454 -1.869 1.650 -0.25 -0.26 0.18
H -1.296 -3.025 0.278 -0.24 -0.17 0.16
H -0.227 -3.205 1.728 -0.27 -0.03 0.12
H 0.722 -0.251 0.350 -1.01 0.52 1.26
O -0.390 3.480 -0.954 0.43 0.26 0.48
C 0.392 2.569 -0.874 -1.03 0.20 -1.42
H 1.472 2.702 -1.010 0.27 0.07 0.45
H -0.028 1.559 -0.920 0.32 -0.50 0.47
```
Positions in Å, forces in eV/Å.

As for the LUMO energy: 0.64 eV. The calculation puts the energy above the lowest of the compared OMol25 structures with the same formula, charge and spin at 1.349 eV. The SMILES is C=O.CS. The gap between HOMO and LUMO is 9.85 eV. The value obtained for the electronic energy is -15052.0831 eV.



Entry from the Open Molecules 2025 dataset: C26H48OP2Pd as an isolated structure at a distorted geometry (ωB97M-V with the def2-TZVPD basis set).

Structure (XYZ):
```
78
Properties=species:S:1:pos:R:3:forces:R:3
Pd 1.246 0.472 -1.501 -0.09 0.78 1.51
C 1.657 -0.244 1.157 -0.47 1.18 -0.24
C 1.598 1.111 0.565 -1.16 -0.28 0.92
C -0.446 0.627 1.567 0.84 -1.86 0.91
C 0.411 -0.519 1.736 -1.30 1.73 0.13
C 0.263 1.648 0.926 1.38 -0.88 -0.40
C 2.831 -1.126 1.254 0.59 -0.30 -0.33
H 3.601 -0.872 0.516 -0.09 -0.01 0.20
H 2.556 -2.179 1.103 0.03 0.24 0.08
H 3.299 -1.065 2.248 -0.15 0.05 -0.17
C 0.049 -1.697 2.537 -0.18 -0.88 -0.01
H 0.813 -2.479 2.444 -0.23 0.12 0.16
H -0.904 -2.123 2.185 0.37 0.21 0.34
H -0.062 -1.451 3.604 0.03 -0.01 -0.28
C -1.819 0.726 2.103 -0.67 0.25 -0.30
H -1.865 0.563 3.190 0.05 -0.05 -0.34
H -2.462 -0.022 1.602 0.15 0.21 0.35
H -2.244 1.719 1.886 0.05 -0.42 0.20
C -0.237 3.016 0.754 -0.19 0.72 -0.55
H -0.222 3.591 1.693 0.07 -0.24 -0.11
H -1.287 3.013 0.418 0.33 -0.02 0.12
H 0.350 3.579 0.020 -0.06 -0.08 0.19
C 2.783 1.998 0.477 0.46 0.26 -0.57
H 3.080 2.388 1.459 -0.05 -0.06 -0.10
H 2.564 2.853 -0.176 0.22 -0.04 0.18
H 3.638 1.457 0.055 0.02 0.21 0.12
C 1.248 -1.776 -5.474 1.13 -1.00 -1.06
C 2.531 -1.513 -5.174 -0.15 -1.85 -1.91
C 3.384 -0.574 -5.968 0.46 0.82 -0.02
C 2.661 0.737 -6.389 0.99 -0.78 -0.74
C 1.656 1.244 -5.427 -1.91 0.50 -0.96
C 0.328 1.018 -5.646 1.34 1.45 -2.46
C -0.179 0.019 -6.694 -0.22 0.17 0.38
C 0.610 -1.306 -6.755 -0.59 0.16 -0.50
H 3.768 -1.068 -6.873 -0.13 -0.06 0.22
H 2.210 0.558 -7.372 -0.06 0.25 0.35
H 4.285 -0.296 -5.403 -0.16 -0.21 0.04
H 1.335 -1.246 -7.578 0.09 -0.11 0.48
H 0.731 -2.612 -4.990 0.25 0.26 -0.14
H 3.096 -2.216 -4.555 -0.48 0.31 -0.20
H -0.086 -2.089 -7.080 0.09 0.14 0.12
H -1.218 -0.222 -6.433 0.11 0.16 -0.02
H -0.461 1.720 -5.356 0.41 -0.59 0.55
H -0.237 0.470 -7.699 0.13 -0.01 0.37
H 3.416 1.518 -6.579 -0.23 -0.25 0.24
H 2.002 1.963 -4.698 -0.13 0.13 0.01
P 1.057 -1.442 -2.710 -0.87 1.01 1.48
C 0.814 -3.171 -2.326 0.09 -0.66 -0.43
C 2.809 -0.842 -2.758 0.51 -0.05 -0.10
P -0.676 1.136 -2.657 1.05 -0.35 1.74
C -0.295 -0.504 -3.547 -0.13 0.70 -0.65
C 0.116 2.736 -3.143 -0.12 0.14 -0.46
C -2.442 1.412 -2.515 -0.41 0.10 -0.35
H -0.158 -3.315 -1.832 0.41 0.12 -0.20
H 1.614 -3.507 -1.650 -0.24 0.16 -0.18
H 0.855 -3.773 -3.250 -0.04 0.01 0.41
H 2.969 -0.196 -3.632 0.14 -0.39 0.50
H 3.386 -1.779 -2.827 0.06 0.65 0.20
H 3.203 -0.297 -1.869 -0.22 -0.25 0.05
H -2.903 1.219 -3.502 -0.10 0.17 0.51
H -2.605 2.466 -2.220 0.01 -0.55 -0.19
H -2.835 0.732 -1.749 0.04 0.28 -0.35
H -1.197 -1.093 -3.779 0.31 0.03 0.29
H 0.157 -0.144 -4.501 -0.53 -0.87 1.04
H -0.262 3.481 -2.411 0.08 -0.53 -0.39
H -0.100 3.073 -4.165 0.15 0.22 0.44
H 1.208 2.657 -2.986 -0.62 0.13 -0.16
C -2.017 -3.218 0.177 -0.16 -0.51 0.23
C -2.359 -2.142 -0.852 -0.93 -0.65 -0.13
C -3.852 -1.788 -0.836 -0.22 -0.05 0.19
O -1.519 -1.078 -0.805 0.07 0.00 0.03
H -0.936 -3.344 0.265 -0.07 0.00 0.04
H -2.462 -4.187 -0.096 0.11 0.36 0.02
H -2.434 -2.950 1.158 0.14 -0.03 -0.27
H -2.186 -2.627 -1.850 0.19 0.36 0.12
H -4.148 -1.387 0.145 0.15 -0.08 -0.23
H -4.097 -1.046 -1.596 0.01 -0.05 -0.01
H -4.472 -2.679 -1.020 0.28 0.27 0.05
```
Positions in Å, forces in eV/Å.

As for the total charge: +2. Its expectation value of S² is 6.02. As for the LUMO energy (alpha / beta): -5.02 / -7.63 eV. The calculation puts the energy above the lowest of the compared OMol25 structures with the same formula, charge and spin at 2.154 eV. As for the spin multiplicity: 5. The gap between HOMO and LUMO (alpha / beta) is 7.59 / 5.79 eV. The value obtained for the electronic energy is -51822.4177 eV.



Entry from the Open Molecules 2025 dataset: a 3-piece molecular cluster, C6H19NO3 overall at a distorted geometry (ωB97M-V with the def2-TZVPD basis set).

Structure (XYZ):
```
29
Properties=species:S:1:pos:R:3:forces:R:3
O 2.231 -11.978 6.186 0.03 0.10 0.05
H 1.487 -11.869 5.582 -0.11 -0.27 0.00
H 1.910 -11.627 7.024 0.03 0.11 0.11
C 2.105 -13.273 9.583 0.57 -0.65 -0.30
C 1.168 -12.211 10.076 -0.59 0.12 0.02
O 1.343 -11.035 9.272 0.10 -0.27 0.11
H 1.854 -14.263 9.974 -0.11 0.16 0.21
H 3.149 -13.084 9.841 -0.09 0.18 0.11
H 2.090 -13.389 8.496 -0.23 0.25 0.01
H 1.318 -11.994 11.139 0.26 0.08 -0.09
H 0.127 -12.559 10.005 0.11 0.02 -0.16
H 0.854 -10.311 9.672 -0.02 0.03 -0.02
C -1.280 -13.460 7.264 -0.43 0.22 0.69
C -0.446 -14.286 6.319 0.39 0.15 -0.91
C -1.079 -15.654 6.080 0.31 0.41 -0.25
O -0.196 -16.398 5.268 0.00 -0.05 0.01
C -0.753 -17.620 4.854 0.00 -0.22 -0.02
N -0.239 -13.538 5.046 -0.22 -0.32 0.53
H -1.707 -14.063 8.074 0.12 -0.07 -0.12
H -2.131 -12.995 6.756 0.07 -0.10 -0.14
H -0.737 -12.651 7.757 0.22 -0.02 -0.26
H 0.569 -14.466 6.684 -0.13 0.08 0.33
H -2.025 -15.509 5.535 -0.13 -0.14 0.26
H -1.244 -16.158 7.040 -0.16 -0.10 -0.07
H -1.691 -17.464 4.306 -0.01 -0.02 0.07
H -0.938 -18.288 5.706 -0.09 0.08 -0.01
H -0.047 -18.118 4.192 0.07 0.11 -0.01
H -1.144 -13.431 4.595 0.07 0.04 -0.06
H 0.318 -14.135 4.442 -0.01 0.08 -0.08
```
Positions in Å, forces in eV/Å.

As for the LUMO energy: 0.77 eV. The calculation puts the energy above the lowest of the compared OMol25 structures with the same formula, charge and spin at 0.925 eV. The SMILES is COC[C@H](C)N.CCO.O. The gap between HOMO and LUMO is 10.28 eV. The value obtained for the electronic energy is -14162.1559 eV.